[1]
Below is an isolated molecule of C25H26N6O3 in a non-equilibrium geometry, with properties calculated with wB97M-V/def2-TZVPD.

```
60
Properties=species:S:1:pos:R:3:forces:R:3:mulliken_charge:R:1
C -0.483515 -4.324747 -0.913207 0.0518 -0.0857 0.0184 -0.90
H -0.886288 -5.300093 -1.211872 0.0481 0.0234 -0.0223 0.33
O -1.491480 -3.495042 -0.399517 -0.2070 0.1876 0.0697 -0.09
C -2.133355 -4.046393 0.729792 -0.1881 0.0650 0.1525 -0.58
C -3.223672 -3.083068 1.197389 0.1169 -0.2267 -0.2572 -1.01
N -2.650067 -1.802976 1.535757 0.0888 -0.3469 0.3289 -0.10
C -2.864589 -0.716777 0.760395 0.1518 0.2348 0.5133 -0.08
O -3.751181 -0.652758 -0.062031 -0.2033 0.0564 -0.3645 -0.66
C -1.804136 0.370178 1.030950 -0.1627 0.0147 0.1741 0.27
C -2.152792 1.808614 0.737809 -0.1901 0.0134 0.1307 0.12
C -3.112569 2.146570 -0.207471 -0.1545 0.0020 -0.0167 -0.55
C -3.400437 3.471126 -0.484486 0.0073 0.0770 -0.0282 -0.93
C -2.718677 4.475477 0.176530 -0.0405 0.0404 -0.0675 -0.68
C -1.750159 4.145532 1.107024 0.0436 0.0161 -0.0052 -0.80
C -1.446881 2.822378 1.400438 -0.0909 0.0012 -0.0141 1.09
C -0.356237 2.521956 2.383554 0.0215 -0.0552 0.0113 -1.31
H -0.724063 1.924375 3.217396 0.0330 -0.0528 0.0900 0.33
H 0.052370 3.445804 2.784912 0.0390 0.0290 0.0479 0.44
H 0.454033 1.975083 1.901217 0.0366 -0.0442 0.0773 0.09
H -1.209885 4.931992 1.614684 0.0626 0.0547 0.0660 0.37
H -2.934133 5.513006 -0.033389 -0.0192 0.0893 -0.0124 0.41
H -4.153060 3.713010 -1.219732 -0.0702 0.0182 -0.0662 0.43
H -3.646238 1.365578 -0.722776 0.0047 -0.0604 -0.0206 0.55
N -0.632093 -0.042367 0.235969 -0.3368 0.1297 -0.0684 1.47
C 0.253785 -0.892179 0.774475 0.4059 -0.2078 -0.0919 0.54
O 0.144177 -1.358656 1.897205 0.1681 -0.1073 0.2118 -0.74
C 1.486216 -1.201283 -0.081215 -0.4054 -0.3123 -0.0812 -1.27
N 2.448278 -0.148928 0.098774 0.9181 0.0907 0.0444 0.56
C 3.806553 -0.221989 0.052114 0.2432 0.8517 0.1463 1.01
C 4.717238 -1.246632 -0.177707 0.0213 -0.2020 -0.0368 -0.78
C 6.048671 -0.904346 -0.132560 -0.1048 -0.1604 -0.0279 -0.61
C 6.471914 0.408145 0.128393 0.1447 0.1910 0.0348 -0.49
C 5.580602 1.428668 0.354482 -0.1021 -0.0238 0.0010 -0.67
C 4.223711 1.106734 0.315871 -0.0406 -1.2549 -0.2912 0.31
N 3.102288 1.857403 0.497277 0.1995 0.7619 0.1583 -1.38
N 2.084875 1.111904 0.369399 -0.7944 -0.0459 0.0535 0.51
H 5.898477 2.438303 0.556062 0.0709 0.1208 0.0230 0.44
H 7.531936 0.611890 0.150706 0.0769 0.0350 0.0034 0.37
H 6.795240 -1.665649 -0.302450 0.0454 -0.0704 -0.0165 0.37
H 4.396021 -2.256909 -0.380278 0.0206 -0.1113 -0.0275 0.41
H 1.216626 -1.298279 -1.138449 0.1200 -0.0358 0.1546 0.23
H 1.924434 -2.137138 0.275645 -0.1269 0.1730 -0.0002 0.67
C -0.642866 0.330954 -1.133664 0.1732 0.0817 -0.6178 -0.78
C -0.213547 1.587971 -1.541131 -0.0217 -0.1539 -0.1396 -0.23
C -0.290038 1.898189 -2.889238 -0.0206 -0.0641 0.0806 -1.03
C -0.784342 0.941573 -3.762777 0.1186 0.2685 -0.0180 -0.42
N -1.188796 -0.256634 -3.375644 -0.1939 -0.3554 -0.4419 -0.70
C -1.133639 -0.554563 -2.091920 0.0823 0.1423 0.4440 -0.12
H -1.489771 -1.535617 -1.804305 -0.0315 -0.0718 0.1728 0.62
H -0.860266 1.136104 -4.824342 0.0337 0.1175 -0.0776 0.42
H 0.028847 2.863413 -3.249764 0.0237 0.0828 -0.0524 0.43
H 0.179940 2.289000 -0.822645 -0.0272 0.0447 0.0471 0.64
H -1.500421 0.280871 2.079150 -0.0491 -0.0083 -0.2173 0.97
H -1.799354 -1.832044 2.088242 -0.0573 0.2142 -0.1213 0.34
H -3.735663 -3.510521 2.064700 -0.0221 -0.0304 -0.1243 0.34
H -3.942604 -2.909039 0.393419 0.0173 -0.1095 0.1497 0.41
H -1.397302 -4.198689 1.535787 -0.0432 -0.0371 -0.0653 0.40
H -2.578631 -5.020674 0.478198 0.0432 0.0735 0.0502 0.44
H -0.074939 -3.821601 -1.787621 0.0608 -0.0569 -0.0388 0.23
H 0.311425 -4.486229 -0.173535 0.0114 -0.0113 -0.0250 0.35
```
Forces are in eV/Å.

Results
Multiplicity: 1
LUMO level in eV: 0.4
Orbital gap in eV: 9.4
Energy above the lowest of the compared OMol25 structures with the same formula, charge and spin in eV: 0.8712
SMILES string: COCCNC(=O)[C@H](c1ccccc1C)N(C(=O)Cn1nnc2ccccc21)c1cccnc1
HOMO energy in eV: -8.93

=====

[2]
Below is an isolated molecule of C17H22N4O5, with properties calculated with wB97M-V/def2-TZVPD.

```
48
Properties=species:S:1:pos:R:3:forces:R:3:mulliken_charge:R:1
C 4.364636 4.836849 -1.183557 -0.0132 0.0148 -0.0041 0.12
C 4.810428 4.333526 -0.194157 0.0170 -0.0149 -0.0027 -0.36
C 5.359005 3.723122 1.012704 -0.0143 0.0002 0.0083 -0.54
O 4.319943 3.288635 1.908326 -0.0083 -0.0291 -0.0144 -0.33
C 3.741915 2.115981 1.597195 0.0467 -0.0059 -0.0013 0.74
O 4.068876 1.419676 0.675793 -0.0243 0.0364 0.0343 -0.55
C 2.652805 1.783044 2.598220 0.0232 -0.0095 -0.0215 -0.88
N 1.939008 0.592813 2.228465 -0.0032 0.0113 0.0328 -0.14
C 0.779777 0.672044 1.523367 -0.0885 -0.0267 0.0983 0.32
O 0.153888 1.706691 1.385206 0.0406 0.0046 -0.0393 -0.69
C 0.315893 -0.632489 0.894206 0.0064 0.0111 -0.0368 -0.01
C 1.033794 -0.808314 -0.450835 -0.0022 -0.0127 0.0090 -0.67
C 0.688698 -2.125601 -1.131624 -0.0010 0.0010 -0.0047 -0.32
C 1.410515 -2.289981 -2.451455 0.0001 0.0008 -0.0057 -0.80
O 0.986472 -1.271446 -3.333894 -0.0002 -0.0027 -0.0015 -0.28
C 1.638847 -1.342209 -4.578814 -0.0002 -0.0013 0.0042 -0.76
N -1.121729 -0.560850 0.747844 0.0089 0.0065 0.0372 -0.12
C -1.919196 -1.622867 0.997602 -0.0086 -0.0460 -0.1399 0.47
O -1.507116 -2.744587 1.229423 -0.0023 0.0084 0.0327 -0.64
C -3.395326 -1.328298 0.900894 0.0145 0.0547 0.0232 0.26
C -4.073794 -1.475454 -0.302319 0.0006 -0.0455 0.0076 -0.29
N -5.376700 -1.253621 -0.403583 -0.0005 -0.0043 -0.0058 -0.59
C -6.018158 -0.881672 0.703941 0.0013 0.0067 0.0086 0.77
C -7.491868 -0.632708 0.603593 -0.0005 -0.0008 -0.0001 -1.13
C -5.324300 -0.728507 1.901816 -0.0115 0.0086 0.0031 -0.31
N -4.018996 -0.943202 2.007194 -0.0015 0.0073 0.0035 -0.55
H 3.962322 5.279446 -2.062508 0.0015 -0.0011 -0.0018 0.41
H 5.993039 2.876851 0.751494 0.0013 -0.0003 0.0002 0.31
H 5.934411 4.449901 1.581072 0.0002 -0.0002 -0.0023 0.30
H 3.111557 1.678056 3.582711 -0.0090 0.0075 0.0013 0.40
H 1.948219 2.611278 2.645987 -0.0040 0.0024 -0.0048 0.32
H 2.448999 -0.274034 2.197138 0.0178 0.0055 -0.0422 0.29
H 0.539064 -1.480034 1.547122 0.0082 0.0119 0.0095 0.52
H 0.765319 0.028605 -1.098925 0.0013 -0.0007 -0.0047 0.28
H 2.114593 -0.745139 -0.286392 0.0041 -0.0011 0.0006 0.27
H 0.943426 -2.965200 -0.479801 0.0008 0.0003 -0.0029 0.37
H -0.386871 -2.185356 -1.310349 0.0034 -0.0021 0.0032 0.07
H 2.499286 -2.224782 -2.305536 -0.0007 0.0017 -0.0015 0.39
H 1.193859 -3.274975 -2.886309 0.0007 -0.0001 0.0012 0.48
H 1.257234 -0.532572 -5.197043 0.0010 -0.0008 -0.0014 0.24
H 2.723516 -1.226534 -4.466532 -0.0009 0.0010 -0.0009 0.31
H 1.441053 -2.298291 -5.078362 -0.0005 0.0018 -0.0004 0.30
H -1.513281 0.368130 0.682853 -0.0025 0.0039 0.0208 0.32
H -3.549006 -1.782542 -1.200202 0.0014 0.0012 0.0010 0.44
H -7.913145 -0.342339 1.564654 -0.0009 -0.0001 -0.0010 0.33
H -7.689235 0.157309 -0.121171 0.0006 -0.0001 0.0003 0.29
H -7.999034 -1.531501 0.252935 -0.0014 -0.0010 0.0014 0.29
H -5.842643 -0.416851 2.801614 -0.0015 -0.0028 -0.0005 0.35
```
Forces are in eV/Å.

Results
Multiplicity: 1
LUMO level in eV: 0.6
Orbital gap in eV: 9.9
Energy above the lowest of the compared OMol25 structures with the same formula, charge and spin in eV: 2.2695
SMILES string: C#CCOC(=O)CNC(=O)[C@H](CCCOC)NC(=O)c1cnc(C)cn1
HOMO energy in eV: -9.35

=====

[3]
Below is a structure of composition C2H8N3O in a non-equilibrium geometry, with properties calculated with wB97M-V/def2-TZVPD.

```
14
Properties=species:S:1:pos:R:3:forces:R:3:mulliken_spin:R:1
C -0.098924 0.636295 -0.150754 0.8794 2.0820 0.4397 -0.04
C 1.134295 1.017113 0.667591 -0.4121 0.3771 -0.0794 0.07
N 0.191094 -0.460254 -1.012403 1.7704 0.1018 1.9036 1.36
N -1.208911 0.245566 0.722426 1.9795 -0.0484 -0.9209 0.21
N -1.535880 -1.204596 -1.024967 -2.9623 -1.0461 -0.6326 0.50
O -2.139301 -0.305866 -0.113229 -1.5920 -1.3900 -0.9368 -0.01
H -0.452094 1.474129 -0.763927 0.0607 -0.1273 0.1128 0.01
H 1.407381 0.225496 1.362529 0.0398 -0.1056 0.0450 0.00
H 0.906366 1.921234 1.226693 0.1110 0.0204 0.1099 0.00
H 1.969146 1.216812 0.001422 0.0179 0.0086 0.0013 -0.01
H 0.719143 -1.208707 -0.562471 0.8414 -0.0804 -0.7958 -0.02
H -0.937722 -0.382012 1.483305 -0.1746 -0.2667 -0.1108 -0.02
H -1.924150 -1.079438 -1.968113 -0.1111 -0.0498 0.6563 -0.03
H -1.456417 -2.184864 -0.721051 -0.4479 0.5244 0.2077 -0.01
```
Forces are in eV/Å.

Results
Multiplicity: 3
LUMO level (alpha / beta) in eV: -3.4 / -8.2
Net charge: +1
Orbital gap (alpha / beta) in eV: 10.0 / 7.4
Energy above the lowest of the compared OMol25 structures with the same formula, charge and spin in eV: 4.0773
HOMO energy (alpha / beta) in eV: -13.45 / -15.59